Below is a structure of composition C8H22BrMgN2O2, with properties calculated with wB97M-V/def2-TZVPD.

Results
E_tot in eV: -91202.1768
Relative energy (zero: lowest compared OMol25 entry of this formula, charge and spin) in kcal/mol: 162.29
LUMO energy in eV: -9.20
HOMO-LUMO gap in eV: 1.69
Charge: +1

XYZ file:
```
36
Properties=species:S:1:pos:R:3:forces:R:3
Mg 3.661 -8.479 1.332 -0.7 1.0 0.3
Br 1.351 -5.180 2.435 0.7 -0.9 -0.3
C 3.926 1.182 2.736 -0.5 0.0 -0.4
C 3.080 1.259 3.992 -0.1 -2.1 -1.5
C 1.568 1.471 3.699 0.7 1.6 1.0
O 1.158 2.031 4.938 -0.5 0.3 0.5
C -0.212 1.929 5.216 -0.8 -0.8 -0.4
N 3.268 0.033 4.813 -0.4 1.1 0.3
H 4.970 1.165 3.047 0.0 0.0 -0.4
H 3.670 2.046 2.122 0.5 0.3 0.1
H 3.696 0.354 2.066 0.1 -0.4 0.3
H 3.516 2.121 4.497 -0.7 -0.1 0.6
H 0.903 0.659 3.406 0.6 -0.8 0.2
H 1.430 2.222 2.921 0.1 0.3 -0.3
H -0.570 2.542 6.043 0.6 0.3 -0.1
H -0.474 0.903 5.475 0.1 -0.4 0.2
H -0.824 2.114 4.333 0.0 0.5 -0.2
H 2.619 0.155 5.577 0.2 0.0 0.7
H 2.929 -0.813 4.378 0.2 0.0 -0.7
C -0.471 0.105 -3.742 -0.2 0.1 -0.7
C -1.631 -0.883 -3.644 -0.7 1.6 0.1
C -2.748 -0.665 -4.750 0.5 0.1 1.9
O -3.708 0.365 -4.312 2.3 -1.4 0.6
C -4.633 0.591 -5.315 -0.4 0.2 -0.2
N -1.098 -2.227 -3.622 -0.4 -0.9 -0.6
H -0.791 1.110 -4.017 -0.3 0.1 0.4
H 0.197 -0.169 -4.559 0.2 -0.3 0.1
H 0.068 0.123 -2.795 0.2 0.1 -0.1
H -2.107 -0.666 -2.688 -0.5 0.1 0.1
H -3.280 -1.611 -4.852 -0.3 -0.1 -0.2
H -2.241 -0.450 -5.691 -0.3 0.4 -0.2
H -5.410 1.277 -4.979 0.2 0.1 0.2
H -5.136 -0.353 -5.529 -0.1 0.0 -0.7
H -4.090 1.052 -6.139 -0.5 -0.2 -0.6
H -0.708 -2.452 -2.717 0.4 0.3 0.1
H -1.880 -2.864 -3.674 -0.2 -0.3 -0.2
```
Forces are in eV/Å.